ORCA calculation (ωB97M-V with the def2-TZVPD basis set) on a molecular structure, C39H31BBrF4N5PSV.

Calculated values
Largest force on an atom = 0.0257 hartree/bohr
Orbital gap (spin up / spin down) = 0.199 / 0.197 Eh
LUMO (spin up / spin down) = -1.13 / -1.10 eV
Molecular weight = 850.405 g mol⁻¹
Net charge = 0

The geometry in XYZ format:
```
84
Properties=species:S:1:pos:R:3:forces:R:3:lowdin_charge:R:1
V 0.419 -0.747 -0.477 -0.990 0.731 0.484 0.41
N -0.583 -4.636 1.090 0.060 0.136 0.021 0.14
C -1.881 -5.075 0.740 -0.081 -0.010 -0.039 -0.25
C -2.183 -6.424 0.654 -0.005 0.042 -0.011 -0.02
C -3.465 -6.813 0.290 -0.007 0.008 0.001 -0.08
C -4.422 -5.862 -0.026 -0.010 -0.014 -0.005 -0.08
C -4.103 -4.511 0.028 0.028 -0.014 -0.004 -0.08
C -2.840 -4.119 0.441 -0.042 -0.025 0.004 -0.45
S -2.413 -2.425 0.658 0.030 0.031 0.057 1.00
N -0.758 -2.448 0.226 0.064 -0.337 0.009 -0.31
C -0.066 -3.495 0.527 -0.264 0.033 0.019 -0.33
C 1.378 -3.467 0.207 0.177 0.095 -0.044 -0.17
C 2.278 -4.453 0.583 -0.044 0.147 -0.094 0.01
C 3.601 -4.322 0.187 0.053 0.104 -0.076 -0.04
C 3.969 -3.228 -0.576 -0.012 -0.073 0.049 -0.02
C 3.010 -2.277 -0.894 0.022 0.001 0.042 -0.07
N 1.746 -2.381 -0.492 0.316 -0.665 -0.054 0.03
H 0.074 -5.384 1.234 0.016 0.013 -0.001 0.12
H -1.426 -7.166 0.877 0.013 -0.005 0.004 0.12
H -3.708 -7.866 0.241 -0.005 -0.005 0.001 0.11
H -5.415 -6.167 -0.322 -0.006 -0.005 -0.004 0.11
H -4.836 -3.761 -0.236 -0.016 0.021 0.001 0.11
H 1.988 -5.303 1.184 -0.024 -0.005 0.012 0.11
H 4.327 -5.070 0.472 0.020 0.006 -0.004 0.12
H 4.986 -3.091 -0.915 0.011 -0.012 0.000 0.12
H 3.246 -1.394 -1.471 0.006 -0.006 0.003 0.11
F -3.956 2.596 -5.645 -0.021 -0.002 -0.014 0.14
C -3.277 2.355 -4.531 0.092 -0.035 0.106 -0.13
C -2.900 3.398 -3.705 -0.008 -0.123 -0.035 -0.13
F -3.218 4.647 -4.027 -0.011 0.016 -0.013 0.14
C -2.190 3.129 -2.547 0.001 -0.050 -0.038 -0.21
F -1.845 4.184 -1.811 -0.073 0.046 0.107 0.11
C -1.832 1.841 -2.167 0.026 -0.096 -0.079 -0.27
P -0.869 1.480 -0.627 0.107 -0.193 0.105 1.08
C -2.029 2.071 0.667 -0.028 0.020 -0.045 -0.33
C -2.153 3.398 1.083 0.020 -0.035 -0.022 -0.08
C -3.083 3.744 2.049 -0.027 0.009 0.015 -0.07
C -3.913 2.780 2.606 0.006 0.017 0.016 -0.08
C -3.798 1.460 2.201 -0.010 -0.004 0.011 -0.08
C -2.856 1.115 1.245 -0.011 -0.029 -0.022 -0.12
C 0.413 2.769 -0.678 0.036 0.024 -0.042 -0.36
C 0.977 3.154 -1.892 0.024 0.012 0.040 -0.10
C 2.049 4.031 -1.919 0.020 0.000 0.000 -0.06
C 2.561 4.540 -0.734 -0.025 0.015 0.018 -0.08
C 2.005 4.159 0.479 -0.011 0.027 -0.008 -0.08
C 0.941 3.271 0.509 0.013 -0.035 -0.014 -0.11
C -2.216 0.809 -3.028 0.006 0.044 0.008 -0.54
Br -1.816 -1.008 -2.693 0.027 -0.071 0.028 0.88
C -2.931 1.057 -4.188 0.023 0.119 0.041 -0.26
F -3.299 0.069 -5.000 -0.021 -0.012 -0.030 0.08
H -1.515 4.161 0.666 0.025 0.044 -0.066 0.10
H -3.161 4.775 2.367 -0.007 0.014 0.004 0.11
H -4.638 3.058 3.359 -0.011 0.005 0.010 0.10
H -4.430 0.696 2.635 -0.009 -0.008 0.011 0.10
H -2.751 0.084 0.944 -0.006 -0.050 -0.037 0.02
H 0.600 2.761 -2.828 0.020 -0.014 0.000 0.10
H 2.490 4.298 -2.870 0.005 0.008 -0.018 0.11
H 3.397 5.226 -0.756 0.022 0.006 0.002 0.10
H 2.411 4.535 1.409 0.008 0.007 0.015 0.11
H 0.542 2.955 1.465 -0.009 0.003 -0.003 0.11
C -0.090 -0.393 3.416 0.001 -0.063 -0.016 -0.04
C 1.211 0.331 3.236 0.094 0.044 -0.073 -0.22
C 1.875 0.883 4.321 0.017 0.001 0.005 -0.07
C 3.078 1.553 4.157 0.021 0.037 0.011 -0.10
C 3.633 1.662 2.891 -0.016 -0.001 0.000 -0.06
C 3.006 1.119 1.777 -0.083 -0.023 0.101 -0.23
C 3.632 1.231 0.419 0.003 0.004 -0.081 -0.04
C 1.772 0.457 1.948 0.120 0.067 0.298 -0.29
N 1.108 -0.065 0.872 0.050 -0.092 0.145 -0.10
H -0.331 -0.499 4.473 -0.011 0.005 0.012 0.08
H -0.049 -1.388 2.965 -0.018 0.004 0.006 0.06
H -0.908 0.137 2.926 -0.047 0.021 -0.041 0.06
H 1.439 0.787 5.308 -0.006 0.000 0.021 0.10
H 3.580 1.988 5.011 0.010 -0.001 0.011 0.09
H 4.573 2.184 2.757 0.022 0.007 0.001 0.11
H 4.420 1.984 0.419 -0.013 -0.006 -0.006 0.08
H 2.898 1.490 -0.346 0.043 -0.031 0.023 0.06
H 4.084 0.280 0.126 -0.006 -0.034 -0.040 0.07
B 2.664 0.953 -4.259 -0.026 0.018 0.035 -0.42
C 1.894 0.369 -3.022 0.028 -0.083 0.074 -0.20
N 1.351 -0.044 -2.085 0.279 0.221 -0.814 0.01
H 3.067 0.020 -4.911 0.024 -0.064 -0.061 0.00
H 1.886 1.645 -4.876 -0.055 0.049 -0.046 0.00
H 3.573 1.604 -3.795 0.065 0.049 0.019 0.01
```
Positions in Å, forces in eV/Å.


ORCA calculation (ωB97M-V with the def2-TZVPD basis set) on H4NPS3 in the gas phase.

Calculated values
Largest force on an atom = 0.0705 hartree/bohr
Orbital gap = 0.311 Eh
SMILES = N=P(S)(S)S
LUMO = -0.97 eV
Molecular weight = 145.214 g mol⁻¹
Net charge = 0

The geometry in XYZ format:
```
9
Properties=species:S:1:pos:R:3:forces:R:3:lowdin_charge:R:1
N 0.757 0.554 -1.576 -0.883 -2.311 -1.744 -0.33
P 0.154 0.083 -0.238 -0.682 1.101 3.387 -0.11
S -1.949 0.864 0.794 1.509 -1.704 -1.465 0.26
S 1.391 1.067 1.195 -0.449 -0.062 -0.007 0.37
S 0.363 -2.027 0.074 0.755 0.829 -2.533 0.45
H 0.610 -0.337 -2.150 0.333 1.700 -0.098 0.00
H -2.719 -0.135 0.245 0.412 0.630 0.233 -0.23
H 1.458 2.163 0.403 0.004 -0.310 0.077 -0.17
H -0.065 -2.232 1.252 -0.999 0.127 2.150 -0.23
```
Positions in Å, forces in eV/Å.


ORCA calculation (ωB97M-V with the def2-TZVPD basis set) on 3 unconnected molecules or ions with the total composition C8H14N2.

Calculated values
Largest force on an atom = 0.0544 hartree/bohr
Orbital gap (spin up / spin down) = 0.241 / 0.241 Eh
LUMO (spin up / spin down) = -6.42 / -6.42 eV
Molecular weight = 138.214 g mol⁻¹
Net charge = +2

The geometry in XYZ format:
```
24
Properties=species:S:1:pos:R:3:forces:R:3:lowdin_charge:R:1
C 7.625 -1.836 -1.077 -0.804 2.679 -0.057 0.10
C 8.285 -3.233 0.812 0.162 -0.568 0.394 0.06
C 7.714 2.654 0.075 0.158 0.170 0.017 -0.02
C 6.348 2.980 0.495 -0.214 0.199 0.109 -0.01
C 6.337 0.391 -0.226 -0.131 0.160 0.114 0.31
C 6.658 1.571 0.019 0.729 -0.864 -0.381 -0.21
C -11.976 0.179 -1.098 0.593 0.505 -1.417 -0.01
C -12.074 -0.946 1.025 0.077 -0.159 0.236 0.20
N 7.966 -2.594 -0.224 0.270 -0.622 0.569 -0.07
N -12.612 -0.264 0.101 -0.657 -0.188 0.762 0.00
H 7.549 -3.833 1.323 -0.155 -0.040 -0.037 0.10
H 9.305 -3.230 1.156 0.204 0.095 -0.029 0.10
H 8.070 2.988 -0.890 -0.107 -0.035 -0.072 0.13
H 8.482 2.500 0.821 -0.067 -0.073 0.088 0.13
H 6.105 3.042 1.548 0.074 -0.064 0.027 0.13
H 5.695 3.536 -0.164 0.044 -0.029 -0.097 0.13
H 5.721 -0.457 -0.330 -0.335 -0.319 0.006 0.05
H -12.458 -0.284 -1.964 0.025 -0.038 0.183 0.12
H -12.099 1.260 -1.208 0.038 -0.125 0.163 0.12
H -10.916 -0.073 -1.099 -0.113 -0.010 0.108 0.11
H -11.034 -1.245 0.956 -0.005 0.109 -0.187 0.13
H -12.632 -1.250 1.901 -0.213 0.103 -0.050 0.13
H -13.596 0.010 0.183 0.218 -0.198 0.202 0.19
H 7.533 -1.866 -2.135 0.208 -0.688 -0.650 0.08
```
Positions in Å, forces in eV/Å.


ORCA calculation (ωB97M-V with the def2-TZVPD basis set) on a gas-phase ion, C3H9N2O (charge +1).

Calculated values
Largest force on an atom = 0.2084 hartree/bohr
Orbital gap (spin up / spin down) = 0.329 / 0.269 Eh
LUMO (spin up / spin down) = -3.00 / -8.56 eV
Molecular weight = 89.118 g mol⁻¹
Net charge = +1
Spin multiplicity = 3

The geometry in XYZ format:
```
15
Properties=species:S:1:pos:R:3:forces:R:3:lowdin_charge:R:1
C -1.716 0.464 -0.275 7.760 6.223 3.993 -0.26
C -0.272 -0.866 1.205 -2.164 1.034 2.231 0.00
C 0.659 -0.325 -1.065 0.762 1.234 -1.719 0.04
N 0.164 1.299 0.788 0.249 0.959 -0.297 0.09
N -0.260 0.089 0.090 -0.052 1.181 -1.367 -0.31
O -2.538 -0.276 -0.640 -6.576 -6.836 -3.474 0.30
H -1.876 1.533 -0.389 0.019 0.222 -0.335 0.17
H 0.701 -1.092 1.503 1.971 0.528 0.667 0.09
H -0.866 -0.216 1.964 1.191 -1.938 -0.807 0.16
H -0.629 -1.866 1.102 -1.221 -0.350 -1.098 0.11
H 1.721 -0.245 -0.751 -0.800 0.204 0.067 0.12
H 0.492 -1.326 -1.322 -0.524 -1.768 0.263 0.08
H 0.543 0.140 -2.132 -0.250 0.216 2.496 0.15
H 1.161 1.313 1.057 -0.623 -0.589 -0.520 0.14
H -0.045 2.123 0.224 0.258 -0.319 -0.098 0.12
```
Positions in Å, forces in eV/Å.


ORCA calculation (ωB97M-V with the def2-TZVPD basis set) on a molecular structure, C11H12O5ReS4Sb.

Calculated values
Largest force on an atom = 0.0068 hartree/bohr
Orbital gap = 0.190 Eh
LUMO = -9.72 eV
Molecular weight = 660.447 g mol⁻¹
Net charge = +2

The geometry in XYZ format:
```
34
Properties=species:S:1:pos:R:3:forces:R:3:lowdin_charge:R:1
Re 0.291 0.633 -1.468 0.057 -0.304 0.162 0.95
O -2.285 -0.825 1.667 -0.027 -0.021 -0.027 0.25
C -1.756 -0.086 0.755 0.118 0.101 -0.047 -0.44
O -0.908 -0.492 -0.046 0.000 -0.261 -0.005 -0.05
C -2.208 1.350 0.706 -0.062 -0.140 -0.032 -0.05
O -1.804 1.899 -0.534 0.002 0.045 0.088 -0.22
C -2.792 1.794 -1.573 0.046 -0.021 0.009 -0.05
C -2.570 0.565 -2.440 -0.029 0.033 0.078 -0.49
O -3.399 0.048 -3.103 0.032 -0.009 0.008 0.22
O -1.267 0.136 -2.444 0.046 0.289 -0.051 -0.27
H -1.886 -1.716 1.693 -0.008 0.003 0.016 0.18
H -1.722 1.901 1.514 0.018 -0.006 0.005 0.17
H -3.287 1.408 0.856 0.004 0.019 0.028 0.16
H -2.708 2.683 -2.199 0.039 -0.002 -0.008 0.16
H -3.798 1.762 -1.160 -0.011 0.018 -0.002 0.16
S 2.203 -1.090 -6.146 0.065 0.064 0.088 0.17
Sb 2.646 0.507 -4.771 0.020 -0.009 -0.043 0.43
S 0.784 2.527 -2.054 0.058 0.007 -0.204 0.45
S 1.741 -0.602 -2.421 -0.152 -0.025 -0.043 0.26
S 3.298 2.492 -4.194 -0.069 -0.062 0.011 0.10
C 1.357 0.782 0.453 -0.210 0.261 -0.038 -0.23
C 1.417 -0.412 1.328 0.073 -0.009 -0.026 -0.32
C 2.135 -1.554 0.973 -0.014 -0.028 0.018 -0.05
C 2.222 -2.630 1.841 -0.001 -0.005 -0.013 -0.04
C 1.584 -2.583 3.074 -0.001 0.002 -0.001 -0.04
C 0.875 -1.447 3.446 0.001 0.016 0.007 -0.05
C 0.794 -0.369 2.578 -0.019 -0.009 0.024 -0.06
H 2.332 1.072 0.056 0.015 0.023 0.007 0.07
H 0.934 1.644 0.969 0.003 0.007 -0.001 0.08
H 2.644 -1.610 0.018 0.003 0.024 -0.012 0.08
H 2.791 -3.505 1.558 -0.004 0.000 0.006 0.12
H 1.652 -3.424 3.750 0.004 0.002 0.000 0.12
H 0.411 -1.392 4.422 -0.005 -0.001 -0.006 0.12
H 0.279 0.533 2.895 0.010 -0.003 0.003 0.12
```
Positions in Å, forces in eV/Å.


ORCA calculation (ωB97M-V with the def2-TZVPD basis set) on 2 unconnected molecules or ions with the total composition C4H3BrN2O2.

Calculated values
Largest force on an atom = 0.1225 hartree/bohr
Orbital gap (spin up / spin down) = 0.242 / 0.245 Eh
LUMO (spin up / spin down) = -2.85 / -2.83 eV
Molecular weight = 190.984 g mol⁻¹
Net charge = 0

The geometry in XYZ format:
```
12
Properties=species:S:1:pos:R:3:forces:R:3:lowdin_charge:R:1
C -0.344 0.623 0.652 -0.563 2.291 -0.873 -0.06
C 0.028 1.693 -0.168 0.699 -0.314 1.817 -0.10
C 1.360 -1.362 0.209 4.252 -4.543 0.991 -0.60
C -1.250 -0.143 -0.254 2.486 -0.741 -0.345 -0.75
N -0.561 1.508 -1.422 0.787 1.051 -0.698 0.02
N -1.254 0.474 -1.539 -0.834 -0.974 0.604 0.00
O 1.793 -0.663 1.049 0.800 2.362 2.023 0.06
O 0.361 -1.418 -0.476 -5.079 0.525 -2.843 0.03
Br -2.599 -1.253 0.240 -0.068 -0.009 0.008 0.94
H -0.311 0.374 1.710 0.432 0.393 -0.461 0.12
H 0.762 2.588 -0.062 -1.619 -2.006 0.084 0.14
H 2.014 -2.421 0.062 -1.293 1.964 -0.307 0.20
```
Positions in Å, forces in eV/Å.


Energy above the lowest of the compared OMol25 structures with the same formula, charge and spin per entry: 0.0 53.6 185.1 350.8 291.5 478.4 kJ/mol